Below is an isolated molecule of C5H10O, with properties calculated with ωB97M-V with the def2-TZVPD basis set.

Bonds (Å) are listed after each position.
Atoms and positions in Å:
1 C -1.54334 -0.05122 0.99823  C2 1.541, H7 1.096, H8 1.095, H9 1.077
2 C -0.55348 -0.84792 0.12616  C1 1.541, C3 1.520, C4 1.511, H10 1.091
3 C -0.36918 -0.47885 -1.33632  C2 1.520, C4 1.494, H11 1.088, H12 1.089
4 C 0.73279 -0.22176 -0.36080  C2 1.511, C3 1.494, C5 1.535, O6 1.408
5 C 1.06129 1.21563 0.06459  C4 1.535, H13 1.093, H14 1.098, H15 1.076
6 O 1.85098 -1.05216 -0.56981  C4 1.408, H16 0.966
7 H -2.56610 -0.03873 0.60477  C1 1.096
8 H -1.57836 -0.42394 2.02684  C1 1.095
9 H -1.22184 0.97453 1.06773  C1 1.077
10 H -0.49353 -1.91540 0.34333  C2 1.091
11 H -0.20472 -1.29095 -2.04172  C3 1.088
12 H -0.91746 0.37439 -1.73342  C3 1.089
13 H 1.30748 1.87590 -0.77084  C5 1.093
14 H 1.89273 1.25158 0.78112  C5 1.098
15 H 0.20923 1.63297 0.57263  C5 1.076
16 H 2.39352 -1.00408 0.22753  O6 0.966

- calculated total energy (Ha) = -271.7089
- LUMO level (eV) = 1.036
- SMILES = C[C@H]1C[C@]1(C)O